Model P:
14
Properties=species:S:1:pos:R:3 method="wB97M-V/def2-TZVPD" gap_ev=9.02 spin_multiplicity=1 e_lumo_ha=0.0150 homo_ev=-8.615
C -2.2712 -1.5571 0.0599
C -1.1962 -0.3688 0.0095
N -1.6253 1.0230 0.0858
N -0.6290 1.8941 -0.0570
C 0.4390 1.0957 -0.0269
O 1.6746 1.6826 0.1059
C 0.1907 -0.2853 -0.2550
S 1.7043 -1.4293 0.0618
H -2.2929 -2.1650 1.0796
H -2.2276 -2.2047 -0.7920
H -3.2597 -1.0173 -0.3418
H -2.6315 1.3720 0.1654
H 1.4248 2.5324 -0.3754
H 1.1285 -2.8356 -0.4990

---

Model Q:
14
Properties=species:S:1:pos:R:3 method="wB97M-V/def2-TZVPD" gap_ev=8.86 spin_multiplicity=1 e_lumo_ha=0.0027 homo_ev=-8.787
H -1.6360 0.2486 -0.3070
N -2.0891 -0.6910 -0.3066
C -1.3987 -1.5611 0.3014
N -0.1853 -1.4527 0.9821
C 0.5360 -0.2840 1.2382
C 0.8357 0.7059 0.3899
O 0.4616 0.6618 -0.9391
C 0.8803 1.6595 -1.7386
S 0.5296 1.7252 -3.3096
H -1.7824 -2.5861 0.3510
H 0.0495 -2.2527 1.5875
H 0.8929 -0.2043 2.2620
H 1.4123 1.6147 0.7239
H 1.4936 2.4162 -1.2350

---

Model R:
14
Properties=species:S:1:pos:R:3 method="wB97M-V/def2-TZVPD" gap_ev=9.50 spin_multiplicity=1 e_lumo_ha=0.0232 homo_ev=-8.872
H -0.2898 1.1316 2.7011
N -0.4458 1.6261 1.8459
C -0.3385 0.8805 0.8254
C -0.1174 -0.5822 0.7353
C 0.7852 -0.9889 -0.4384
C 0.0706 -0.7651 -1.7724
O 0.0774 -1.5080 -2.7057
S -0.9341 0.7194 -1.8274
N -0.3187 1.4943 -0.4233
H -1.1369 -1.0733 0.6934
H 0.3744 -0.9880 1.6758
H 1.0272 -2.0723 -0.4133
H 1.7058 -0.3958 -0.4434
H -0.4594 2.5218 -0.4529

---

Model S:
14
Properties=species:S:1:pos:R:3 method="wB97M-V/def2-TZVPD" gap_ev=8.59 spin_multiplicity=1 e_lumo_ha=0.0200 homo_ev=-8.043
H 3.4369 -0.2672 0.0455
N 2.6982 0.4359 0.0326
C 1.5469 -0.0931 -0.0079
O 1.2708 -1.4446 0.0028
C -0.1035 -1.5827 0.0092
C -0.6930 -0.3838 -0.0091
S -2.3969 0.0066 -0.0639
N 0.3368 0.5708 -0.0483
C 0.2323 2.0074 -0.0146
H -0.4900 -2.5875 0.0254
H -2.5252 0.4298 1.2108
H 1.0630 2.4331 -0.5743
H 0.2665 2.3940 1.0100
H -0.7082 2.3156 -0.4724

---

Which one sits at the bottom of the stability order? model P does.

---

Model P:
14
Properties=species:S:1:pos:R:3 method="wB97M-V/def2-TZVPD" gap_ev=8.75 spin_multiplicity=1 e_lumo_ha=-0.0196 homo_ev=-9.280
C 1.8761 1.5961 -0.1391
C 0.5811 1.1533 -0.0818
N 0.1437 -0.1770 -0.2808
C 0.8887 -1.1654 0.3475
O 2.0984 -1.0027 1.0573
C -1.3059 -0.2589 0.0135
N -1.8844 -1.4568 -0.2192
S -2.4417 0.8718 0.7240
H 2.6483 0.9709 0.0939
H 1.8551 2.6548 -0.3378
H -0.2408 1.8311 -0.0683
H 0.1368 -1.8992 0.5170
H -2.8882 -1.2251 -0.5109
H -1.4673 -1.8929 -1.1153

---

Model Q:
14
Properties=species:S:1:pos:R:3 method="wB97M-V/def2-TZVPD" gap_ev=9.70 spin_multiplicity=1 e_lumo_ha=0.0189 homo_ev=-9.182
O 1.6360 1.8743 -0.2291
C 0.5385 1.4524 -0.1048
C 0.1298 -0.0103 0.1107
S 1.7634 -1.1319 0.0768
C -0.8476 -0.4951 -1.0966
N -2.1093 -0.3722 -0.8207
N -2.1737 0.2718 0.4151
C -0.8977 -0.0405 1.2080
H -0.4274 1.9815 -0.2033
H 0.9914 -2.1413 0.4922
H -0.7442 -0.8401 -2.0465
H -2.9978 -0.1045 1.0123
H -0.9610 -1.1710 1.4163
H -0.7197 0.6552 2.0694

---

Which one sits at the bottom of the stability order? model P does.

---

Model P:
16
Properties=species:S:1:pos:R:3 method="wB97M-V/def2-TZVPD" gap_ev=5.50 spin_multiplicity=1 charge=-2 e_lumo_ha=0.2251 homo_ev=0.624
O 2.6488 0.1401 -0.8575
C 1.4164 0.2271 -1.0948
O 0.7573 -0.4718 -1.9369
C 0.7358 0.9197 0.0483
C -0.7838 1.0818 -0.2078
S -1.6143 1.8769 1.2709
H 1.3214 1.9498 0.1982
H 1.0715 0.2567 1.0096
H -1.0568 2.0034 -0.9606
H -1.4410 0.2553 -0.6317
H -1.0275 -1.6134 2.8157
H 0.0526 -1.2926 1.7691
O -0.0718 -1.5380 2.6919
H 0.0289 -2.8463 -1.8522
H -1.2735 -2.2333 -1.5480
O -0.8416 -3.1157 -1.5985

---

Model Q:
16
Properties=species:S:1:pos:R:3 method="wB97M-V/def2-TZVPD" gap_ev=6.14 spin_multiplicity=1 charge=-2 e_lumo_ha=0.2136 homo_ev=-0.328
O 1.7256 -1.6009 1.0053
C 1.2913 -0.7291 0.2539
O 1.4525 -0.8039 -1.0633
C 0.3821 0.3627 0.7048
C 0.1650 1.6880 -0.0447
S -0.8520 2.8431 0.9504
H 1.5980 0.4641 0.8616
H 0.1032 0.4254 1.7641
H 1.1350 2.0574 -0.3883
H -0.3733 1.5128 -0.9701
H -1.7284 -0.0586 0.4423
H -2.6055 0.7657 1.2584
O -2.6446 -0.0632 0.7573
H 0.8336 -1.5192 -1.5515
H -0.4497 -2.9351 -1.6422
O -0.0329 -2.4092 -2.3382

---

Which one sits at the bottom of the stability order? model Q does.

---

Model P:
23
Properties=species:S:1:pos:R:3 method="wB97M-V/def2-TZVPD" gap_ev=9.63 spin_multiplicity=1 e_lumo_ha=0.0314 homo_ev=-8.775
N -0.5821 -0.7068 -2.7334
C 0.7775 -0.3639 -2.3651
C 1.1522 -0.7668 -0.9287
C 0.2403 -0.1384 0.1363
C 0.9897 0.7282 1.1587
C 0.1347 1.8659 1.6721
O -1.0782 1.3200 2.1930
H -1.2058 -0.8831 -1.9753
H -0.6927 -1.3080 -3.5221
H 1.5045 -0.7862 -3.0600
H 0.8878 0.7297 -2.4241
H 0.9719 -1.8446 -0.9534
H 2.2294 -0.6495 -0.8208
H -0.3552 0.5613 -0.4097
H -0.3453 -0.8973 0.6392
H 1.3336 0.1250 2.0072
H 1.9124 1.0999 0.7106
H 0.6627 2.3235 2.5143
H -0.0640 2.6082 0.8954
H -1.8749 1.6080 1.7472
O -2.5608 -1.4645 1.7265
H -2.0851 -2.2906 1.6012
H -1.9523 -0.8698 2.1910

---

Model Q:
23
Properties=species:S:1:pos:R:3 method="wB97M-V/def2-TZVPD" gap_ev=9.72 spin_multiplicity=1 e_lumo_ha=0.0304 homo_ev=-8.895
C -2.4533 -2.8471 -0.2831
C -1.6982 -1.9260 -0.8634
C -0.2761 -1.6368 -0.4856
C 0.1296 -0.2134 -0.8897
N 1.5188 0.1302 -0.6864
C 1.7989 0.6400 0.6554
H -2.0264 -3.5016 0.4711
H -3.4716 -3.0590 -0.5793
H -2.1136 -1.2469 -1.6017
H -0.1252 -1.7512 0.5964
H 0.4417 -2.3834 -0.8364
H -0.1798 -0.0392 -1.9154
H -0.4452 0.4678 -0.2535
H 2.1335 -0.6493 -0.8489
H 2.8425 0.8150 0.8938
H 1.3107 0.0165 1.4119
H 1.3692 1.6420 0.7388
O 2.0010 3.3495 -1.0565
H 2.3555 2.4870 -0.8214
H 1.7519 3.2718 -1.9825
O -1.3298 1.9766 2.8598
H -2.2062 1.6154 2.9922
H -1.3279 2.8420 2.4844

---

Model R:
23
Properties=species:S:1:pos:R:3 method="wB97M-V/def2-TZVPD" gap_ev=9.31 spin_multiplicity=1 e_lumo_ha=0.0283 homo_ev=-8.538
C 1.6543 1.2153 1.1161
C 2.0274 0.0860 0.1569
N 1.3233 0.0733 -1.1428
C 0.0546 -0.7273 -1.1633
C -1.1724 0.0736 -1.5825
C -1.8873 0.7955 -0.4373
O -2.5475 -0.0717 0.4392
H 1.9084 2.2035 0.7413
H 2.2168 1.0373 2.0353
H 0.5959 1.1998 1.3577
H 3.0970 0.0401 -0.0578
H 1.8372 -0.8785 0.6244
H 1.1358 0.9666 -1.5577
H -0.0175 -1.2376 -0.2105
H 0.2401 -1.5489 -1.8645
H -1.9150 -0.6401 -1.9582
H -0.9317 0.7411 -2.4062
H -1.2193 1.4137 0.1516
H -2.6074 1.4859 -0.9128
H -3.2596 -0.5411 0.0133
O 0.1063 -1.9978 2.3598
H 0.1084 -1.3606 1.6344
H -0.7479 -2.3283 2.6637

---

Model S:
23
Properties=species:S:1:pos:R:3 method="wB97M-V/def2-TZVPD" gap_ev=7.75 spin_multiplicity=1 e_lumo_ha=0.0289 homo_ev=-6.959
C 1.8478 -0.0111 -2.2798
C 1.0785 0.0306 -0.9824
C -0.0264 0.6844 -0.5903
C -0.9077 1.3806 -1.5943
N -0.3422 0.4904 0.7373
C -1.6537 0.9900 1.1563
H 2.8497 0.0569 -1.9995
H 1.6615 -1.0405 -2.8668
H 1.5866 0.6576 -3.0237
H 1.6120 -0.6579 -0.3716
H -1.3664 0.7067 -2.2203
H -0.2549 2.0386 -2.2295
H -1.6947 1.9695 -1.0413
H -0.0760 -0.4166 1.1809
H -2.1354 1.7152 0.4639
H -2.4241 0.2116 1.2744
H -1.5211 1.4180 2.0722
O -0.6302 -3.1463 0.8284
H -1.1006 -3.8627 0.5296
H 0.2792 -3.3515 0.9287
O 1.0648 -0.3234 3.2938
H 0.5592 0.1943 3.8862
H 1.5939 0.2653 2.8479

---

Which one sits at the bottom of the stability order? model S does.

---

Model P:
19
Properties=species:S:1:pos:R:3 method="wB97M-V/def2-TZVPD" gap_ev=8.95 spin_multiplicity=1 e_lumo_ha=0.0207 homo_ev=-8.388
C -3.0547 0.7903 -0.3327
C -1.8546 0.0750 -0.8868
C -1.6811 -1.1820 -1.2840
O -0.4257 -1.7373 -1.4587
H -2.8055 1.0277 0.7062
H -3.9039 0.1169 -0.3492
H -3.2166 1.7589 -0.7784
H -0.9628 0.7032 -0.9508
H -2.4363 -1.9495 -1.1633
H 0.1274 -1.0409 -1.8454
O 2.1528 -0.0612 -0.8218
H 2.0354 0.6103 -0.1045
H 3.0727 -0.3335 -0.6356
O 1.1513 -2.1579 2.5227
H 0.4038 -2.6253 2.1006
H 1.4854 -2.7850 3.1607
O 3.3661 2.5309 0.7731
H 3.2655 3.0166 -0.0642
H 3.2807 3.2427 1.4120

---

Model Q:
19
Properties=species:S:1:pos:R:3 method="wB97M-V/def2-TZVPD" gap_ev=9.39 spin_multiplicity=1 e_lumo_ha=0.0047 homo_ev=-9.263
C -3.2405 -1.2852 -0.1225
C -2.0938 -0.3351 -0.3295
C -1.6909 0.0531 -1.5451
O -0.7055 0.9940 -1.7446
H -4.1436 -0.8509 0.2924
H -2.8831 -2.1077 0.4973
H -3.4739 -1.6589 -1.1223
H -1.7311 0.2922 0.4810
H -2.0542 -0.5528 -2.3784
H 0.0752 0.5711 -1.3980
O 1.6281 0.5315 1.1132
H 1.0143 0.0956 1.6922
H 2.3868 0.1055 0.7622
O 3.5922 -4.4739 -1.9082
H 3.8572 -3.6148 -2.2312
H 3.9827 -4.3918 -1.0397
O 1.9204 5.8775 3.1706
H 2.4945 5.3297 2.6404
H 1.0649 5.4208 3.1702

---

Model R:
19
Properties=species:S:1:pos:R:3 method="wB97M-V/def2-TZVPD" gap_ev=10.87 spin_multiplicity=1 e_lumo_ha=0.0137 homo_ev=-10.491
O 2.3095 0.1761 1.7709
C 1.5130 0.3081 0.5535
C 0.0999 -0.2379 0.8425
C -0.9347 0.3666 -0.1213
O -2.0010 -0.5882 -0.4268
H 2.8397 0.9692 1.8121
H 1.4375 1.3337 0.2224
H 2.0984 -0.2707 -0.1665
H -0.0021 -1.3116 0.9412
H 0.0114 0.2993 1.8038
H -1.4645 1.2600 0.2277
H -0.4344 0.5292 -1.0798
H -1.9387 -0.6989 -1.3740
O 0.6938 2.3376 -2.2173
H 0.5420 2.5188 -3.1507
H -0.1082 1.9248 -1.8913
O -1.7195 -3.2329 0.5415
H -1.3262 -3.3893 1.4037
H -1.6157 -2.2939 0.3084

---

Model S:
19
Properties=species:S:1:pos:R:3 method="wB97M-V/def2-TZVPD" gap_ev=10.97 spin_multiplicity=1 e_lumo_ha=0.0248 homo_ev=-10.291
C -1.4938 -2.0116 2.0967
C -1.2822 -1.4437 0.9171
C -1.0673 0.0317 0.7662
O 0.3822 0.2273 0.8002
H -1.6559 -3.0782 2.1400
H -1.6428 -1.4336 2.9948
H -0.9213 -1.9621 0.0371
H -1.4017 0.3809 -0.2098
H -1.4696 0.6342 1.5699
H 0.5914 1.1755 0.8290
O 1.5406 -0.5253 -1.4439
H 1.8490 -1.4229 -1.5899
H 1.1968 -0.4200 -0.5256
O -0.5170 1.1908 -2.9556
H -0.1249 0.6262 -2.2830
H -0.4274 0.8069 -3.8361
O 1.8382 2.5935 0.3762
H 1.8670 2.0157 -0.3987
H 2.7387 2.6148 0.7155

---

Which one sits at the bottom of the stability order? model Q does.

---

Model P:
16
Properties=species:S:1:pos:R:3 method="wB97M-V/def2-TZVPD" gap_ev=9.96 spin_multiplicity=1 e_lumo_ha=0.0197 homo_ev=-9.424
N -1.1928 -0.7660 0.9313
C -0.6279 -0.4077 -0.3854
C 0.7648 0.3700 -0.1208
N 0.9058 1.2523 -1.3205
S 0.7964 1.6218 1.3426
C 1.6948 -0.7825 0.1400
O 2.6414 -1.0367 -0.5242
O 1.4080 -1.4805 1.2022
H -1.8018 -1.5391 0.6786
H -1.7445 -0.0565 1.3873
H -0.3846 -1.3615 -0.8956
H -1.3510 0.0279 -0.9703
H 0.4664 0.8967 -2.0738
H 1.9115 1.3383 -1.5983
H 1.2401 0.7287 2.2633
H 0.5073 -1.3592 1.6491

---

Model Q:
16
Properties=species:S:1:pos:R:3 method="wB97M-V/def2-TZVPD" gap_ev=9.65 spin_multiplicity=1 e_lumo_ha=0.0239 homo_ev=-9.002
N -0.1873 -1.1433 1.6195
C -0.7423 0.1878 1.6844
C -0.3585 1.1936 0.5998
O -0.9051 0.8144 -0.6757
C -0.1643 0.2672 -1.6462
S -0.6648 0.2236 -3.2172
N 1.0325 -0.2470 -1.2432
O 1.7852 -0.9476 -2.1517
H -0.5108 -1.6819 0.8210
H 0.8038 -1.1980 1.7420
H -1.8414 0.1020 1.6928
H -0.4988 0.6377 2.6909
H -0.8230 2.1438 0.8447
H 0.7282 1.2825 0.5052
H 1.0818 -0.6626 -0.2967
H 1.2648 -0.9722 -2.9696

---

Which one sits at the bottom of the stability order? model Q does.

---

Model P:
19
Properties=species:S:1:pos:R:3 method="wB97M-V/def2-TZVPD" gap_ev=9.69 spin_multiplicity=1 e_lumo_ha=0.0348 homo_ev=-8.742
C -0.5100 -1.4847 0.3062
N 0.5112 -0.4594 0.1094
C 0.0008 0.8021 -0.5063
C 0.7866 1.0093 -1.8511
C -1.4846 0.9047 -0.7250
H -1.1094 -1.6780 -0.5898
H -0.0266 -2.4108 0.6387
H -1.0837 -1.1403 1.1755
H 1.3196 -0.6979 -0.4450
H 0.3093 1.6897 0.0446
H 0.4745 1.9205 -2.3578
H 1.8142 0.9545 -1.5069
H 0.5703 0.1890 -2.5521
H -1.6983 0.4148 -1.6936
H -2.1323 0.4821 0.0357
H -1.8400 1.8926 -1.0352
O 1.3450 -1.2146 3.7591
H 1.5631 -0.4250 4.2742
H 1.1902 -0.7488 2.9195

---

Model Q:
19
Properties=species:S:1:pos:R:3 method="wB97M-V/def2-TZVPD" gap_ev=10.86 spin_multiplicity=1 e_lumo_ha=0.0364 homo_ev=-9.867
C -0.3993 3.0029 1.2334
C 0.3121 4.1583 2.0392
C 0.8934 5.1757 1.0668
H -1.1413 3.3065 0.3743
H -1.1475 2.3733 1.8801
H 0.4399 2.3791 0.7662
H 1.1140 3.7364 2.6288
H -0.3106 4.5842 2.9407
H 0.1892 5.5424 0.1749
H 1.4634 6.0703 1.5306
H 1.6181 4.6328 0.3682
N -0.2112 -4.7655 -2.4641
C -0.8694 -5.6516 -1.6295
O -0.2374 -7.0106 -1.5843
H 0.6839 -4.6545 -2.1584
H -0.1375 -4.8657 -3.4018
H -0.9422 -5.3036 -0.6182
H -1.9866 -5.9105 -1.8853
H 0.6690 -6.7999 -1.2617

---

Which one sits at the bottom of the stability order? model Q does.

---

Model P:
19
Properties=species:S:1:pos:R:3 method="wB97M-V/def2-TZVPD" gap_ev=6.04 spin_multiplicity=1 e_lumo_ha=-0.0719 homo_ev=-7.997
C 0.2426 -1.1598 -0.6836
N 0.0658 0.0894 -1.5697
C 0.6049 1.1196 -0.6286
C -0.5202 1.8619 0.0654
C -1.0462 -1.6354 0.0729
H 0.7215 -2.0010 -1.1457
H 1.0093 -0.9588 0.2495
H 0.7381 -0.0366 -2.4103
H 1.8290 -0.9988 0.6281
H 1.1384 1.9047 -1.1912
H -1.2323 2.1874 -0.6816
H -0.9213 1.3060 0.8585
H -0.1095 2.7172 0.5557
H -1.0620 -2.7596 0.3508
H -1.8876 -1.3344 -0.5699
H -1.0914 -1.1087 1.0881
H 1.3610 0.7294 0.0437
H -0.1735 0.0936 2.8927
O 0.3334 -0.0161 2.0751

---

Model Q:
19
Properties=species:S:1:pos:R:3 method="wB97M-V/def2-TZVPD" gap_ev=10.31 spin_multiplicity=1 e_lumo_ha=0.0354 homo_ev=-9.349
C -1.2632 1.8972 -0.0323
C -0.4281 0.9720 0.8723
N 0.7704 0.4873 0.1779
C 1.6806 -0.2404 1.0491
H -1.8024 1.3583 -0.7602
H -1.8985 2.5490 0.6566
H -0.6422 2.6565 -0.5259
H -0.0255 1.5514 1.7146
H -0.9577 0.1019 1.1925
H 1.2380 1.3268 -0.1630
H 1.6539 0.1096 2.1122
H 2.7061 -0.1934 0.7304
H 1.5430 -1.3222 1.0826
C -0.6570 -2.1325 -1.4075
O 0.5239 -1.4387 -1.6854
H -1.5418 -1.4974 -1.5663
H -0.7007 -3.0866 -2.0551
H -0.6904 -2.4450 -0.3065
H 0.4915 -0.6538 -1.0861

---

Model R:
19
Properties=species:S:1:pos:R:3 method="wB97M-V/def2-TZVPD" gap_ev=8.35 spin_multiplicity=1 e_lumo_ha=0.0074 homo_ev=-8.151
C 0.3173 1.6023 -1.1211
C 0.7926 0.1532 0.9984
C 0.1655 1.0226 2.0799
N 0.2038 0.7697 -2.1049
H 1.0063 0.6499 -2.7111
H -0.4287 -0.2355 -1.7138
H -0.5788 1.8109 -0.5554
H 1.1743 2.2603 -1.0034
H 1.7804 0.5135 0.7097
H 0.9829 -0.8553 1.3865
H 0.0245 2.0535 1.7370
H -0.8130 0.6312 2.3636
H 0.7801 1.0645 2.9803
C -1.0658 -2.2808 -0.6508
O -1.0819 -0.8871 -0.7554
H -0.0634 -0.2318 0.1957
H -1.0672 -2.7772 -1.6318
H -1.9490 -2.6274 -0.1013
H -0.1800 -2.6365 -0.1020

---

Which one sits at the bottom of the stability order? model P does.